[1]
The following is a quantum chemistry calculation of a structure of composition C44H49BrN9O2PY, from the OMol25 dataset.

Summary:
Lowest unoccupied orbital energy = -2.06 eV
HOMO-LUMO gap = 6.838 eV
Strongest force on any atom = 1.38 eV/Å
Net charge = +1
Relative energy (zero: lowest compared OMol25 entry of this formula, charge and spin) = 196.7 kJ/mol
HOMO energy = -8.9 eV

Element x y z (Å)
Y1 0.8667 0.3844 0.4708
N1 -2.1468 4.5631 0.3536
C1 -2.0802 4.8489 -0.9738
C2 -1.3016 3.8678 -1.5255
N2 -0.8894 2.9971 -0.5700
C3 -1.4048 3.4417 0.5608
C4 -1.2852 2.7632 1.8221
N3 -0.4402 1.8051 2.0277
C5 -0.8875 1.1347 3.2345
C6 -1.9820 2.0296 3.8547
N4 -2.0839 3.0939 2.8768
H1 -2.6416 5.1051 1.0434
H2 -2.5740 5.6972 -1.4017
H3 -1.0271 3.7529 -2.5523
H4 -0.0660 0.8186 3.8746
H5 -1.8457 2.4255 4.8616
H6 -2.9908 3.5130 2.7387
N5 3.6735 0.6538 -2.1876
C7 3.0085 1.8594 -2.0092
C8 3.1127 2.8394 -3.0065
C9 2.5957 4.0949 -2.7648
C10 2.0349 4.3537 -1.5184
C11 1.9073 3.3075 -0.6261
N6 2.3199 2.0629 -0.8854
C12 4.3031 -0.0407 -1.1412
C13 5.6813 -0.2679 -1.2347
C14 6.3310 -0.9327 -0.2149
C15 5.5730 -1.3868 0.8543
C16 4.2106 -1.1605 0.8288
N7 3.5652 -0.4904 -0.1274
H7 4.2475 0.6633 -3.0253
H8 3.6197 2.6165 -3.9335
H9 2.6655 4.8748 -3.5097
H10 1.7115 5.3449 -1.2492
H11 1.4880 3.4543 0.3592
H12 6.2344 0.0883 -2.0906
H13 7.3987 -1.0929 -0.2418
H14 6.0189 -1.9146 1.6825
H15 3.6017 -1.5546 1.6260
C17 2.0199 -3.3205 -1.4010
C18 1.8994 -2.2661 -2.4934
C19 1.8347 -2.9117 -3.8753
P1 0.5887 -1.0144 -1.9697
C20 0.1989 -0.1075 -3.5807
C21 -0.7845 -0.7981 -4.5231
C22 -0.3359 1.2768 -3.2298
C23 -0.9183 -1.9037 -1.4961
C24 -1.4186 -2.9160 -2.3216
C25 -2.5931 -3.5851 -2.0513
C26 -3.1531 -4.6262 -2.9703
C27 -3.2568 -3.2632 -0.8668
C28 -2.7746 -2.2931 -0.0270
C29 -1.6044 -1.5535 -0.3024
N8 -1.1752 -0.6083 0.6032
C30 -2.1771 0.0082 1.3656
C31 -1.9741 0.0650 2.8767
C32 -1.7940 -1.3234 3.4687
C33 -3.0285 0.9083 3.6588
C34 -4.2638 1.3245 2.9302
C35 -5.3785 1.8904 3.7502
C36 -4.2973 1.2205 1.5974
C37 -3.2418 0.6378 0.8034
C38 -3.4141 0.7188 -0.6841
H16 2.9062 -3.9344 -1.5537
H17 1.1506 -3.9765 -1.3842
H18 2.1100 -2.8315 -0.4314
H19 2.8137 -1.6590 -2.4699
H20 1.0414 -3.6506 -3.9457
H21 2.7787 -3.4260 -4.0577
H22 1.7072 -2.1739 -4.6616
H23 1.1720 0.0130 -4.0785
H24 -1.7223 -1.0128 -4.0146
H25 -0.3922 -1.7238 -4.9293
H26 -0.9985 -0.1399 -5.3641
H27 -1.3277 1.1918 -2.7928
H28 -0.4239 1.8866 -4.1273
H29 0.3123 1.7885 -2.5201
H30 -0.8633 -3.1833 -3.2063
H31 -2.5996 -4.6790 -3.9040
H32 -4.1937 -4.4030 -3.2006
H33 -3.1238 -5.6052 -2.4942
H34 -4.1534 -3.8009 -0.5958
H35 -3.3037 -2.0731 0.8877
H36 -2.7508 -1.8437 3.4638
H37 -1.4266 -1.2738 4.4935
H38 -1.1048 -1.9039 2.8720
H39 -3.2906 0.4449 4.6132
H40 -4.9977 2.5233 4.5523
H41 -5.9498 1.0798 4.2057
H42 -6.0584 2.4680 3.1289
H43 -5.1688 1.5635 1.0581
H44 -3.9762 1.6135 -0.9430
H45 -3.9511 -0.1500 -1.0674
H46 -2.4376 0.7634 -1.1634
Br1 0.4728 -3.5818 1.6253
C39 1.4156 -2.4951 2.8735
C40 1.9154 -3.0878 4.0221
C41 2.5753 -2.2752 4.9298
C42 2.7249 -0.9326 4.6302
C43 2.2237 -0.4470 3.4290
N9 1.5542 -1.2149 2.5569
C44 2.5381 1.0157 3.0236
O1 3.0245 1.7329 3.8766
O2 2.2915 1.2991 1.8153
H47 1.7884 -4.1450 4.1873
H48 2.9713 -2.6903 5.8423
H49 3.2462 -0.2439 5.2765


[2]
The following is a quantum chemistry calculation of a cluster of 9 separate species, C44H49F9N2O6 in total, from the OMol25 dataset.

Summary:
Lowest unoccupied orbital energy (spin up / spin down) = -3.17 / -7.15 eV
HOMO-LUMO gap (spin up / spin down) = 7.612 / 3.633 eV
Strongest force on any atom = 5.33 eV/Å
Net charge = +1
HOMO energy (spin up / spin down) = -10.8 / -10.8 eV
Expectation value of S² = 0.7638
Multiplicity = 2

Element x y z (Å)
N1 -1.8065 1.0199 2.5725
C1 -1.5358 0.9832 3.9804
C2 -2.1719 2.0660 4.5505
C3 -2.9113 2.7829 3.5746
C4 -2.7038 2.0986 2.3506
H1 -1.4402 0.3318 1.9303
H2 -1.0319 0.1130 4.3746
H3 -2.1931 2.3356 5.5961
H4 -3.6158 3.5881 3.7215
H5 -2.9832 2.3153 1.3301
N2 -0.8847 0.3829 -0.3852
C5 -1.4432 -0.7206 0.1456
C6 -0.4764 -1.3375 1.0056
C7 0.7420 -0.6348 0.8556
C8 0.4291 0.4615 0.0480
H6 -1.4336 1.0762 -0.8731
H7 -2.4979 -0.9529 0.1536
H8 -0.6954 -2.2092 1.6045
H9 1.6564 -0.8387 1.3929
H10 1.0652 1.2999 -0.1944
C9 2.1674 -6.1884 0.1649
C10 1.7528 -5.1314 0.9777
C11 0.4783 -5.1522 1.5549
C12 -0.4485 -6.1839 1.2881
C13 -0.1422 -7.1310 0.2712
C14 1.1707 -7.1514 -0.2043
H11 3.1677 -6.1931 -0.2423
H12 2.5166 -4.4530 1.3281
H13 0.4665 -4.3910 2.3209
H14 -1.4267 -6.2145 1.7448
H15 -0.9261 -7.7474 -0.1433
H16 1.4315 -7.9274 -0.9087
C15 3.3357 -1.8913 -1.3588
C16 4.5795 -1.6423 -1.9457
C17 5.0933 -2.5130 -2.8912
C18 4.4680 -3.7320 -3.1407
C19 3.3198 -4.0509 -2.4509
C20 2.7446 -3.1840 -1.5587
H17 2.9159 -1.2232 -0.6214
H18 5.1105 -0.7283 -1.7240
H19 6.0396 -2.2170 -3.3195
H20 4.8729 -4.4867 -3.7986
H21 2.8428 -5.0197 -2.4700
H22 1.8307 -3.5644 -1.1267
C21 0.7695 4.1698 0.0428
C22 1.2553 5.4233 -0.3763
C23 1.8777 6.2189 0.5112
C24 2.0601 5.8201 1.8374
C25 1.6864 4.6076 2.2554
C26 0.9410 3.7899 1.3843
H23 0.2824 3.5360 -0.6835
H24 1.1097 5.7276 -1.4023
H25 2.2244 7.1862 0.1789
H26 2.3702 6.5842 2.5349
H27 1.7366 4.3592 3.3053
H28 0.5225 2.8389 1.6791
C27 0.6361 -2.2504 -4.5625
C28 0.1297 -2.3642 -5.8021
C29 -0.8996 -1.4967 -6.1964
C30 -1.4323 -0.4926 -5.3416
C31 -0.8557 -0.4140 -4.0388
C32 0.1967 -1.2727 -3.6486
H29 1.4759 -2.8973 -4.3555
H30 0.4053 -3.1415 -6.4995
H31 -1.3079 -1.5995 -7.1909
H32 -2.2490 0.1307 -5.6747
H33 -1.2135 0.3473 -3.3614
H34 0.5743 -1.1492 -2.6444
C33 -5.2105 -3.1878 2.6466
C34 -3.8993 -2.6577 3.3408
O1 -4.1034 -2.9060 4.7550
C35 -3.3998 -2.2828 5.7054
O2 -2.3233 -1.7707 5.3618
C36 -3.8738 -2.3524 7.1774
F1 -4.9581 -3.2188 7.2210
F2 -2.8357 -2.7933 7.8508
F3 -4.4203 -1.1567 7.5725
H35 -5.0988 -3.1763 1.5624
H36 -6.1417 -2.6576 2.8463
H37 -5.2951 -4.2708 2.7369
H38 -3.8414 -1.5874 3.1428
H39 -2.9515 -3.0630 2.9866
C37 -5.8124 1.4035 -1.4304
C38 -5.1539 2.5974 -0.7829
O3 -4.4506 3.4466 -1.6255
C39 -3.1018 3.2771 -2.0280
O4 -2.2925 2.5507 -1.4603
C40 -2.6441 4.1896 -3.2259
F4 -1.9052 5.2355 -2.6779
F5 -1.8486 3.4953 -4.0266
F6 -3.7245 4.7245 -3.8842
H40 -6.5038 0.7414 -0.9092
H41 -5.0135 0.6888 -1.6279
H42 -6.2130 1.6662 -2.4095
H43 -4.5059 2.1785 -0.0130
H44 -5.9472 3.0703 -0.2040
C41 4.2981 1.7296 0.0041
C42 4.1987 3.2037 0.2918
O5 4.8227 4.0348 -0.6823
C43 6.1537 4.1055 -0.9537
O6 7.0076 3.2615 -0.5833
C44 6.5282 5.0045 -2.1545
F7 7.7707 5.4533 -1.9265
F8 6.5072 4.3432 -3.3283
F9 5.7957 6.0940 -2.3163
H45 3.6302 1.1407 0.6327
H46 5.2993 1.4655 0.3448
H47 3.9962 1.4197 -0.9963
H48 4.5738 3.3137 1.3093
H49 3.1627 3.5407 0.3272